Record 1
C4H6O2 | ωB97M-V/def2-TZVPD

XYZ file:
```
12
Properties=species:S:1:pos:R:3:forces:R:3:nbo_charge:R:1
O -0.177375 0.799122 2.215946 -0.3 0.2 -0.4 -0.5171
C -0.848833 1.156429 1.276580 0.2 0.0 0.3 0.4444
C -0.610486 0.698721 -0.135959 0.1 0.1 0.1 -0.5365
C 0.594252 -0.206901 -0.217115 0.0 0.2 0.4 -0.0849
C 0.704473 -2.055301 -1.430110 1.1 0.2 -1.4 0.1735
O 0.625404 -0.732719 -1.561243 -0.7 -0.9 0.2 -0.5191
H -1.700183 1.849704 1.415582 0.0 0.0 0.1 0.1166
H -0.522218 1.563822 -0.799948 0.0 0.0 0.1 0.2389
H -1.498125 0.145572 -0.477358 0.1 0.1 0.1 0.2480
H 1.548246 0.240781 0.065838 -0.1 0.1 -0.1 0.2082
H 1.569482 -2.194747 -0.717650 -0.5 -0.2 0.4 0.0346
H 0.395028 -1.062960 0.426632 0.2 0.3 0.5 0.1934
```
Positions in Å, forces in eV/Å.

Values from the calculation:
HOMO-LUMO gap (eV): 8.814
HOMO (eV): -8.7


Record 2
C4H6O2 | ωB97M-V/def2-TZVPD

XYZ file:
```
12
Properties=species:S:1:pos:R:3:forces:R:3:nbo_charge:R:1
C -0.110618 0.102660 1.715542 0.6 -0.9 0.3 -0.0833
O 0.959537 0.691747 1.043228 0.4 0.3 0.2 -0.4574
C -0.264812 0.872864 0.388393 -1.1 -1.4 1.1 -0.0621
C -0.445829 0.041451 -0.847292 -0.2 0.2 0.2 0.0100
C 0.703343 -0.515243 -1.580337 0.1 0.2 -0.1 -0.0969
O -0.068860 -1.327013 -0.712731 -0.1 -0.3 0.0 -0.4974
H -0.356992 -0.940735 1.631532 0.8 -0.5 0.1 0.2004
H -0.291712 0.598660 2.681927 -0.4 -0.2 -0.5 0.1768
H -1.070902 1.330707 0.959839 0.0 2.4 -1.5 0.2372
H -1.371202 0.203631 -1.401832 0.1 0.0 0.2 0.1940
H 1.713582 -0.296307 -1.237946 -0.2 0.0 0.0 0.1973
H 0.604463 -0.762423 -2.640324 0.0 0.2 0.2 0.1816
```
Positions in Å, forces in eV/Å.

Values from the calculation:
HOMO-LUMO gap (eV): 10.557
SMILES: C1O[C@H]1[C@H]1CO1
HOMO (eV): -9.4


Record 3
C4H6O2 | ωB97M-V/def2-TZVPD

XYZ file:
```
12
Properties=species:S:1:pos:R:3:forces:R:3:nbo_charge:R:1
O 2.314135 -0.187987 1.501389 -0.7 0.0 -0.7 -0.4531
C 1.455291 -0.153107 0.712890 0.5 -0.1 0.6 0.7393
C 0.423951 -0.119864 -0.104970 0.1 0.0 0.1 -0.5843
C -0.929317 -0.223052 0.492649 0.1 0.1 0.2 0.0571
C -2.066547 0.544144 -0.010298 -0.1 0.3 0.0 -0.1118
O -1.933164 -0.847595 -0.286210 -0.1 -0.2 -0.1 -0.4834
H 0.563320 0.014810 -1.170279 0.0 0.0 0.2 0.2733
H -0.930736 -0.506924 1.545322 -0.1 0.0 -0.1 0.1902
H -2.870742 0.815791 0.672167 0.1 -0.1 -0.1 0.1840
H -1.928113 1.204059 -0.865989 0.0 -0.1 0.1 0.1815
H 3.022209 0.070218 -1.211467 0.1 -0.1 -0.1 0.0009
H 2.834682 -0.646102 -1.275944 0.1 0.1 -0.1 0.0063
```
Positions in Å, forces in eV/Å.

Values from the calculation:
HOMO-LUMO gap (eV): 9.875
SMILES: O=C=C[C@H]1CO1.[H][H]
HOMO (eV): -9.0


Record 4
C4H6O2 | ωB97M-V/def2-TZVPD

XYZ file:
```
12
Properties=species:S:1:pos:R:3:forces:R:3:nbo_charge:R:1
C -1.503242 0.486355 0.239631 -0.1 0.0 0.0 -0.7278
C -0.474226 -0.530508 0.672067 -0.1 -0.1 0.2 0.6110
O -0.738449 -1.440151 1.424409 0.1 0.3 -0.3 -0.5251
C 0.977188 -0.347433 0.195828 0.1 0.0 0.1 -0.6284
C 1.145156 0.086520 -1.245308 -0.1 0.4 0.0 0.4377
O 0.903240 1.215367 -1.603944 0.1 -0.5 0.0 -0.5148
H -1.453583 0.680435 -0.834288 0.0 0.0 0.1 0.2407
H -1.308445 1.442191 0.739903 0.0 -0.1 -0.1 0.2442
H -2.496240 0.131089 0.520318 0.2 0.0 0.0 0.2385
H 1.391482 0.472829 0.795913 -0.1 -0.1 0.0 0.2591
H 1.515933 -1.267890 0.434982 -0.1 0.1 -0.1 0.2431
H 1.504211 -0.664640 -1.978820 -0.1 0.0 0.2 0.1217
```
Positions in Å, forces in eV/Å.

Values from the calculation:
HOMO-LUMO gap (eV): 10.415
SMILES: CC(=O)CC=O
HOMO (eV): -9.9


Record 5
C4H6O2S | ωB97M-V/def2-TZVPD

XYZ file:
```
13
Properties=species:S:1:pos:R:3:forces:R:3:nbo_charge:R:1
C 2.669106 -0.595353 0.007540 -0.7 1.1 -0.1 0.0251
C -0.458985 -1.246206 0.126369 -1.6 -0.1 -2.8 -0.2694
C -0.257731 0.107474 0.572463 1.1 2.0 1.8 -0.5202
C 0.776618 1.030971 -0.249410 -0.9 -4.3 -1.8 -0.0331
O 4.722977 0.816589 0.051021 1.1 0.3 0.0 -0.9123
O 1.998823 0.519182 0.283609 2.4 -0.8 -0.5 -0.4902
S 4.349116 -0.610888 -0.007092 -2.1 0.4 0.1 0.9835
H -1.180322 -1.233674 -0.773839 1.2 -0.8 1.4 0.1694
H 0.118244 -2.140312 0.333144 0.0 0.3 0.2 0.2016
H -1.182276 0.640256 0.735349 -0.6 0.2 -0.6 0.2264
H 0.176949 0.180357 1.598532 -0.1 -0.3 -0.6 0.2199
H 0.684933 0.971162 -1.419395 0.4 -0.2 2.3 0.1963
H 0.766275 2.016954 0.037990 -0.2 2.2 0.8 0.2031
```
Positions in Å, forces in eV/Å.

Values from the calculation:
HOMO-LUMO gap (spin up / spin down) (eV): 8.418 / 7.107
HOMO (spin up / spin down) (eV): -8.7 / -8.6


Record 6
C4H6O2S | ωB97M-V/def2-TZVPD

XYZ file:
```
13
Properties=species:S:1:pos:R:3:forces:R:3:nbo_charge:R:1
C -0.429086 1.341928 -0.345764 2.1 2.5 2.1 -0.4499
C 0.025013 0.091318 -0.173579 -1.8 0.8 -1.4 0.2461
C -1.059515 -1.064409 -0.140082 0.9 0.2 -2.2 -0.1170
O -2.425299 -0.608877 -0.127986 2.2 -0.8 -1.9 -0.6828
O 1.353141 -0.301981 -0.365415 -4.5 -2.3 -2.9 -0.4825
C 2.377392 0.083599 0.250768 0.6 2.4 3.7 0.0568
S 3.836900 -0.425307 -0.201770 0.3 0.5 0.5 -0.0470
H -1.480789 1.538684 -0.121738 0.3 -0.2 -0.5 0.2294
H 0.251010 2.351526 -0.255795 -1.5 -2.9 -0.7 0.2217
H -1.057789 -1.664044 -1.107604 0.7 0.6 1.3 0.2100
H -0.723218 -1.661317 0.698566 -0.7 -0.6 0.3 0.1828
H -2.578906 -0.427683 0.751993 -1.1 0.8 3.0 0.4621
H 1.911144 0.746569 1.138408 2.2 -0.9 -1.3 0.1703
```
Positions in Å, forces in eV/Å.

Values from the calculation:
HOMO-LUMO gap (eV): 9.409
SMILES: C=C(CO)OC=S
HOMO (eV): -8.9


Which energy belongs to each record? In order, -8335.6565, -8335.9379, -8336.9421, -8339.6400, -19168.8116, -19172.2701 eV.
Which ΔE to the lowest compared entry with this formula, charge and spin belongs to each record? In order, 4.805, 4.523, 3.519, 0.821, 6.495, 3.037 eV.